Entry 1:
The following is a DFT calculation (ωB97M-V/def2-TZVPD) of a molecular structure, C4H7NS2.

```
14
Properties=species:S:1:pos:R:3:forces:R:3
S 0.37627 -1.95495 0.03123 -0.4 1.5 -0.4
S 1.34964 0.13688 0.23191 4.6 -2.3 3.6
N 0.34189 1.10018 -0.23029 -6.3 -0.1 -0.7
C 2.89459 0.44484 -0.21686 -5.6 0.9 -3.0
C -2.30395 0.87998 0.42389 0.3 0.4 0.6
C -1.20433 -1.17990 -0.60335 4.5 2.5 -0.4
C -1.30572 0.21988 -0.09306 4.2 1.3 -0.7
H -2.07970 1.85799 0.88891 -0.7 -0.6 -0.5
H -3.25930 0.33525 0.44213 0.3 0.7 0.3
H -1.21826 -1.22754 -1.65595 -0.2 -0.2 -1.1
H 1.65891 -0.00617 1.71658 -0.8 0.0 -2.2
H 2.99941 0.80856 -1.20689 0.2 0.1 -0.7
H -1.88523 -1.67781 -0.10690 -4.0 -2.8 1.9
H 3.63578 0.26281 0.37865 4.0 -1.2 3.5
```
Forces are in eV/Å.

The energy above the lowest of the compared OMol25 structures with the same formula, charge and spin comes out at 6.948 eV. Its HOMO energy is -8.19 eV. For the total energy, the calculation gives -1007.47891 a.u. The maximum force comes out at 6.40 eV Å⁻¹.

Results of the natural (NBO) charge analysis, in e, for atoms 1 through 6: -0.119, 1.304, -0.896, -0.907, -0.467, -0.562

Entry 2:
The following is a DFT calculation (ωB97M-V/def2-TZVPD) of a single C3H5NO2 molecule.

```
11
Properties=species:S:1:pos:R:3:forces:R:3
O -0.78522 1.55045 -0.56926 -0.3 -0.2 0.2
O 2.37187 -0.71148 -0.78663 1.0 0.1 -0.5
N -1.85411 -0.29616 0.22702 -0.1 0.1 -0.1
C -0.74998 0.46886 -0.01207 -0.1 0.3 -0.1
C 0.54926 -0.12901 0.43753 0.1 0.2 -0.1
C 1.72055 0.26066 -0.49780 0.0 -1.5 -0.3
H 2.01832 1.21544 -1.02644 -1.0 -0.3 1.1
H 0.78658 0.09839 1.48295 -0.2 0.4 -0.2
H -2.73490 0.05086 -0.11755 0.0 0.0 0.0
H 0.46856 -1.23350 0.39928 0.4 0.6 -0.1
H -1.79093 -1.27452 0.46296 0.1 0.3 0.0
```
Forces are in eV/Å.

The energy above the lowest of the compared OMol25 structures with the same formula, charge and spin comes out at 0.857 eV. Its HOMO energy is -9.79 eV. For the total energy, the calculation gives -322.54284 a.u. The SMILES is NC(=O)CC=O. The maximum force comes out at 1.55 eV Å⁻¹.

Results of the natural (NBO) charge analysis, in e, for atoms 1 through 6: -0.609, -0.524, -0.823, 0.669, -0.595, 0.420

- Among the records above, which one has the lowest maximum force?
  C3H5NO2